Computed, not measured: a structure of composition C53H47AsBF4N6O4Ru at a distorted geometry, with ωB97M-V/def2-TZVPD.

```
117
Properties=species:S:1:pos:R:3:forces:R:3:mulliken_spin:R:1
Ru -0.10090 -0.21240 0.02790 4.190 -1.568 1.239 1.09
C 6.81920 -2.00780 0.85740 -0.015 0.060 0.041 0.00
C 6.64350 -0.79780 1.72400 -0.073 -0.064 0.049 0.00
C 7.68020 -0.32700 2.51460 -0.046 0.135 0.017 0.00
C 7.52650 0.79490 3.31160 0.046 0.036 0.083 0.00
C 6.31690 1.46620 3.32280 0.028 -0.018 0.046 0.00
C 5.26820 1.01870 2.53940 0.009 0.028 -0.081 0.00
C 5.42180 -0.11300 1.74290 0.319 0.205 0.298 0.00
N 4.40360 -0.55980 0.89280 0.109 -0.220 -0.497 0.00
C 3.05270 -0.33730 1.00720 -0.178 -0.183 0.565 0.02
N 2.58650 -0.34250 2.27840 0.764 -0.407 -0.328 0.00
C 1.32750 -0.04830 2.80100 -1.311 0.428 0.146 -0.03
C 0.18820 0.15440 2.00710 -0.547 -0.168 -0.053 -0.04
C -0.98010 0.60370 2.62370 0.243 0.183 0.424 -0.01
C -1.05880 0.73340 3.99690 0.039 0.088 -0.011 0.01
C 0.03070 0.38800 4.78120 -0.096 -0.059 -0.081 0.00
C 1.22530 -0.00940 4.20600 0.142 0.234 -0.226 0.00
C 2.38040 -0.40510 5.08480 -0.124 0.072 -0.043 0.00
N 2.30860 -0.23060 -0.03960 -1.831 0.430 0.134 -0.01
C 2.88340 -0.17390 -1.31770 0.466 0.041 -0.383 0.00
C 2.71180 -1.25500 -2.18240 0.164 0.065 0.183 -0.01
C 3.17590 -1.19810 -3.48090 0.045 -0.008 -0.053 0.00
C 3.84770 -0.07020 -3.92420 -0.002 0.049 -0.075 0.00
C 4.04900 0.99060 -3.05880 -0.005 -0.013 -0.082 0.00
C 3.57800 0.96430 -1.75260 -0.153 -0.062 0.144 -0.01
C 3.82300 2.13410 -0.84420 0.014 -0.014 -0.017 0.00
H 7.75780 -2.50540 1.08660 0.034 -0.038 -0.037 0.00
H 6.83590 -1.72780 -0.19750 0.006 -0.080 -0.125 0.00
H 6.00240 -2.71300 1.00620 -0.034 -0.078 -0.040 0.00
H 8.62890 -0.84370 2.50520 0.066 -0.101 -0.025 0.00
H 8.34790 1.14440 3.91910 0.058 0.019 0.040 0.00
H 6.19220 2.35100 3.92860 -0.035 0.068 0.059 0.00
H 4.33840 1.56780 2.52230 -0.091 0.040 -0.004 0.00
H 4.70250 -0.87590 -0.01990 -0.122 0.036 0.079 0.00
H 3.29420 -0.53390 2.97350 -0.064 -0.050 -0.153 0.00
H -1.85250 0.85760 2.03280 0.041 -0.049 -0.041 -0.02
H -1.97520 1.08370 4.44410 -0.151 0.009 0.135 0.00
H -0.04730 0.42370 5.85750 0.031 0.014 0.149 0.00
H 2.06390 -0.38930 6.12470 0.057 -0.027 0.055 0.00
H 3.23050 0.27290 4.99080 0.129 0.013 -0.017 0.00
H 2.71000 -1.41890 4.85210 0.121 -0.085 0.040 0.00
H 2.20020 -2.13020 -1.81650 -0.071 -0.075 0.089 0.00
H 3.00010 -2.02810 -4.14810 0.021 -0.124 -0.067 0.00
H 4.21590 -0.01500 -4.93790 0.030 -0.008 -0.088 0.00
H 4.58320 1.86720 -3.39710 0.055 0.103 -0.064 0.00
H 3.77190 3.06410 -1.40740 0.023 0.083 0.003 0.00
H 4.81750 2.07190 -0.39460 -0.034 0.024 0.068 0.00
H 3.08530 2.17180 -0.04400 0.043 0.049 0.043 0.00
O -1.26250 -4.00580 -7.15480 -0.023 -0.042 -0.024 0.00
C -1.17460 -4.23620 -5.82440 -0.233 -0.846 -0.285 0.00
O -1.40090 -5.34230 -5.40060 0.133 0.531 -0.227 0.00
C -0.80680 -3.10500 -4.95210 0.301 0.724 0.863 0.01
C -0.68940 -1.77480 -5.36590 -0.095 -0.498 -0.170 0.00
C -0.39830 -0.77480 -4.47160 0.141 0.284 0.852 0.01
C -0.21870 -1.04040 -3.09460 -0.334 -1.962 -2.144 0.01
C -0.31240 -2.38950 -2.69450 0.328 0.926 0.273 0.01
C -0.58450 -3.38420 -3.59720 -0.118 -0.247 -0.873 0.00
N 0.01440 -0.08830 -2.14420 0.065 4.097 0.521 0.00
C 0.25160 1.18320 -2.48330 -0.721 -4.013 -1.014 -0.01
C 0.43330 2.20890 -1.54990 0.545 2.550 1.945 0.01
C 0.67490 3.54120 -1.97400 -0.249 -1.553 -0.293 -0.01
C 0.78810 4.54130 -1.05010 -0.001 0.257 1.134 0.00
C 0.66100 4.22410 0.30770 0.081 0.142 -1.009 0.00
C 0.45560 2.90420 0.66010 0.069 0.018 0.605 0.02
N 0.37190 1.92130 -0.22100 -1.067 -0.565 -1.507 0.01
H -1.05590 -3.09260 -7.38760 0.012 -0.086 0.150 0.00
H -0.83980 -1.48650 -6.39940 -0.049 0.023 -0.024 0.00
H -0.34600 0.23560 -4.84400 -0.038 0.075 -0.071 0.00
H -0.13290 -2.64240 -1.65510 -0.026 0.051 -0.043 0.00
H -0.63620 -4.41800 -3.29190 -0.030 -0.044 0.118 0.00
H 0.29410 1.47120 -3.52760 0.150 -0.013 -0.018 0.00
H 0.75020 3.74270 -3.03140 -0.010 0.029 -0.112 0.00
H 0.96510 5.56200 -1.35610 -0.028 0.043 -0.046 0.00
H 0.70520 4.98920 1.06500 0.012 0.014 0.102 0.00
H 0.36410 2.63180 1.70420 -0.073 -0.136 -0.067 0.00
O -0.06310 -2.42180 2.14610 0.218 -0.092 -0.985 -0.02
N 0.78850 -2.92140 1.42580 0.309 -1.304 1.931 -0.03
O 0.98110 -2.49820 0.28560 -1.390 1.935 -0.987 -0.04
F -4.28990 1.98040 -0.91660 -0.788 -0.129 -0.581 0.00
B -3.19970 2.28790 -0.15770 0.304 -0.769 0.302 0.00
F -2.30250 1.12600 -0.21520 0.193 -0.208 -0.110 -0.02
F -3.51040 2.45570 1.16400 -0.247 0.256 0.847 0.00
F -2.49330 3.34530 -0.65970 0.635 0.952 -0.484 0.00
C -5.58620 -0.77280 3.32710 -0.006 0.030 0.003 0.00
C -5.78650 -0.44320 1.99770 -0.060 -0.036 0.049 0.00
C -4.79650 -0.68880 1.06190 0.137 0.038 -0.214 -0.01
C -3.58810 -1.25420 1.45430 0.127 0.116 0.111 0.02
C -3.36500 -1.51520 2.80270 0.279 -0.127 -0.086 0.00
C -4.36840 -1.29570 3.73070 0.021 -0.048 0.074 0.00
As -2.22610 -1.67930 0.12340 -0.722 0.380 -0.137 0.02
C -2.18830 -3.65440 0.25500 0.448 0.083 -0.176 0.00
C -2.22870 -4.41060 -0.91490 0.023 0.355 -0.092 0.00
C -2.10550 -5.78770 -0.88160 -0.015 -0.019 -0.059 0.00
C -1.92640 -6.43720 0.32650 -0.004 0.001 -0.047 0.00
C -1.89170 -5.70060 1.49620 0.004 -0.004 0.071 0.00
C -2.02700 -4.32200 1.46440 -0.105 0.308 0.184 -0.01
C -3.35270 -1.54250 -1.46950 0.054 -0.141 0.130 0.01
C -4.40400 -2.44910 -1.58810 0.017 -0.052 0.221 0.00
C -5.20980 -2.44720 -2.70870 -0.097 -0.068 0.018 0.00
C -4.99140 -1.51840 -3.71380 -0.033 0.008 -0.095 0.00
C -3.99090 -0.57510 -3.57380 0.001 -0.026 -0.066 0.00
C -3.17360 -0.58850 -2.45610 0.130 0.148 0.102 0.02
H -6.37060 -0.60630 4.05110 -0.048 0.037 0.061 0.00
H -6.71660 0.00720 1.68330 -0.051 0.030 -0.040 0.00
H -4.96490 -0.41850 0.02830 -0.010 0.050 0.058 0.00
H -2.39030 -1.86420 3.12550 -0.095 -0.004 0.061 0.00
H -4.19750 -1.53070 4.77230 0.043 0.014 0.050 0.00
H -2.37070 -3.90960 -1.86460 -0.002 -0.162 0.091 0.00
H -2.14250 -6.34580 -1.80380 -0.011 -0.087 -0.145 0.00
H -1.81420 -7.51000 0.35480 0.017 -0.120 0.009 0.00
H -1.72840 -6.20470 2.43700 -0.064 0.019 0.131 0.00
H -1.98170 -3.75950 2.38700 0.006 -0.180 -0.073 0.00
H -4.59240 -3.15490 -0.78370 -0.011 0.022 -0.175 0.00
H -6.00770 -3.17030 -2.79110 -0.084 -0.038 -0.038 0.00
H -5.61010 -1.52430 -4.59770 -0.107 0.020 -0.095 0.00
H -3.84110 0.18090 -4.33050 -0.012 0.064 -0.082 0.00
H -2.41990 0.17660 -2.34730 -0.055 -0.026 0.090 -0.01
```
Positions in Å, forces in eV/Å.

As for the multiplicity: 2. The orbital gap (spin up / spin down) comes out at 5.6715 / 5.6482 eV. The HOMO energy (spin up / spin down) comes out at -7.67 / -7.64 eV. Its expectation value of S² is 0.784. The LUMO energy (spin up / spin down) is -2.00 / -1.99 eV.

Computed, not measured: the molecule C4H8S at a distorted geometry, with ωB97M-V/def2-TZVPD.

```
13
Properties=species:S:1:pos:R:3:forces:R:3:nbo_charge:R:1
C -2.03569 -0.21199 0.34106 -1.136 -1.989 -1.917 -0.44
C -0.92792 0.26342 -0.27063 -1.629 2.857 2.757 -0.21
C 0.23135 -0.54866 -0.84512 -0.016 2.527 4.815 -0.44
C 1.40517 -0.16768 0.17934 2.814 -2.665 -3.470 -0.54
S 2.01296 1.47917 0.16428 -0.169 0.592 0.560 0.01
H -2.76792 0.36642 1.17993 1.972 -1.772 -3.084 0.24
H -2.27758 -1.25504 -0.38266 -0.140 2.291 3.405 0.20
H -0.89791 1.46574 -0.04492 1.170 -2.940 -0.807 0.20
H 0.22351 -1.57894 -0.66259 -0.997 -1.625 -0.601 0.22
H 0.38780 -0.16702 -1.74830 1.220 0.747 -4.148 0.21
H 1.04787 -0.66481 1.03378 0.008 0.348 1.899 0.22
H 2.46440 -0.70759 -0.04812 -2.743 0.386 0.014 0.22
H 1.13394 1.72698 1.10396 -0.353 1.243 0.577 0.12
```
Positions in Å, forces in eV/Å.

The value obtained for the energy relative to the best compared isomer or geometry (same formula, charge and spin) is 3.455 eV. The orbital gap comes out at 10.0144 eV. The structure (SMILES) is C=CCCS. The HOMO energy comes out at -9.05 eV. The LUMO energy is 0.96 eV.